1.
# C15H19ClIN3OPTl

A molecular structure, C15H19ClIN3OPTl in a non-equilibrium geometry (ωB97M-V/def2-TZVPD, OMol25).

Results
Gap between HOMO and LUMO (spin up / spin down) in eV: 2.12 / 2.12
Molar mass in g/mol: 655.051
HOMO energy (spin up / spin down) in eV: -13.56 / -13.62
ΔE to the lowest compared entry with this formula, charge and spin in eV: 1.3703

```
! wB97M-V def2-TZVPD RIJCOSX def2/J DEFGRID3
* xyz 2 1
C -0.096 -4.301 -4.414
I 1.058 -2.601 -3.707
H -1.179 -4.331 -4.249
H 0.368 -5.181 -3.958
H 0.103 -4.337 -5.491
Tl -1.342 -1.889 -2.055
P -0.045 1.271 -3.558
C 1.299 1.838 -4.672
C -1.235 0.782 -4.884
H -1.593 2.831 -2.553
H -0.910 3.523 -4.070
H 0.068 3.483 -2.566
C -0.688 2.949 -3.158
H -2.215 0.595 -4.428
H -1.307 1.588 -5.630
H 0.896 2.507 -5.447
H 1.762 0.959 -5.141
H -0.877 -0.135 -5.369
H 2.047 2.370 -4.067
C 2.156 0.049 -2.293
O 3.131 -0.378 -1.866
Cl -2.475 0.443 -1.730
N -0.531 1.679 9.212
C -0.394 1.314 8.107
C -0.235 0.865 6.744
C -0.954 1.470 5.696
C -0.795 1.017 4.381
C 0.070 -0.051 4.120
C 0.796 -0.654 5.160
C 0.641 -0.202 6.480
N 0.176 -0.559 2.801
C 0.947 -1.655 2.409
C 0.725 -1.843 1.058
N -0.168 -0.875 0.608
C -0.468 -0.113 1.651
H -1.633 2.285 5.928
H -1.343 1.483 3.565
H 1.473 -1.478 4.933
H 1.198 -0.693 7.286
H 1.550 -2.202 3.121
H 1.142 -2.575 0.369
H -1.124 0.756 1.678
*
```


2.
# C15H19ClN2O3

C15H19ClN2O3 in the gas phase (ωB97M-V/def2-TZVPD, OMol25).

Results
Gap between HOMO and LUMO in eV: 9.15
SMILES: CCOC(=O)C1CCN(C(=O)Nc2ccccc2Cl)CC1
Molar mass in g/mol: 310.781
HOMO energy in eV: -8.49
ΔE to the lowest compared entry with this formula, charge and spin in eV: 0.4165

```
! wB97M-V def2-TZVPD RIJCOSX def2/J DEFGRID3
* xyz 0 1
C -4.726 -2.430 -0.147
C -5.281 -1.017 -0.054
O -4.296 -0.103 0.434
C -3.423 0.381 -0.451
O -3.452 0.135 -1.629
C -2.425 1.316 0.220
C -1.315 1.715 -0.757
C -0.409 0.514 -1.044
N 0.116 -0.023 0.188
C 1.416 -0.072 0.571
O 1.788 -0.624 1.583
N 2.298 0.577 -0.308
C 3.677 0.376 -0.210
C 4.554 1.454 -0.136
C 5.920 1.256 -0.069
C 6.435 -0.028 -0.067
C 5.581 -1.113 -0.163
C 4.214 -0.914 -0.250
Cl 3.179 -2.276 -0.464
C -0.909 -0.488 1.096
C -1.823 0.676 1.478
H -5.515 -3.113 -0.449
H -4.334 -2.746 0.818
H -3.928 -2.470 -0.884
H -5.624 -0.678 -1.037
H -6.099 -0.961 0.667
H -2.996 2.205 0.512
H -1.756 2.061 -1.693
H -0.732 2.528 -0.320
H 0.402 0.785 -1.719
H -1.005 -0.264 -1.534
H 2.032 1.510 -0.588
H 4.149 2.457 -0.127
H 6.581 2.108 -0.009
H 7.500 -0.189 -0.002
H 5.968 -2.119 -0.186
H -0.413 -0.902 1.975
H -1.491 -1.278 0.608
H -2.618 0.324 2.135
H -1.239 1.427 2.014
*
```


3.
# C15H19ClOsSi

A molecular structure, C15H19ClOsSi in a non-equilibrium geometry (ωB97M-V/def2-TZVPD, OMol25).

Results
Gap between HOMO and LUMO (spin up / spin down) in eV: 6.87 / 6.31
Molar mass in g/mol: 453.086
Expectation value of S²: 6.04
HOMO energy (spin up / spin down) in eV: -6.31 / -8.00
ΔE to the lowest compared entry with this formula, charge and spin in eV: 1.2902

```
! wB97M-V def2-TZVPD RIJCOSX def2/J DEFGRID3
* xyz 0 5
C 0.896 -1.990 0.008
C 0.957 -2.007 -1.399
C -0.389 -1.980 -1.899
H 1.863 -2.086 -1.991
C -1.282 -1.913 -0.791
C -0.497 -1.958 0.393
H -0.890 -1.903 1.426
H 1.734 -1.960 0.715
H -0.676 -2.029 -2.943
H -2.369 -1.901 -0.828
Os -0.010 -0.224 -0.786
Cl 0.859 1.516 0.753
C 0.108 2.916 -5.563
C -1.112 2.281 -5.903
C -0.804 1.057 -6.546
H -2.121 2.672 -5.708
C 0.606 0.935 -6.603
C 1.169 2.084 -5.995
H 2.243 2.295 -5.884
H 0.212 3.886 -5.056
H -1.532 0.331 -6.937
H 1.165 0.098 -7.046
C -1.530 0.883 4.955
Si -0.002 0.000 4.331
C 1.530 0.883 4.952
C 0.000 -1.768 4.951
C -0.046 -0.060 2.536
C -0.085 -0.056 1.209
H -1.530 0.883 6.050
H -2.424 0.365 4.586
H -1.528 1.916 4.586
H 1.531 0.883 6.049
H 2.424 0.365 4.584
H 1.528 1.916 4.584
H -0.896 -2.282 4.582
H 0.896 -2.282 4.581
H 0.000 -1.770 6.046
*
```


4.
# C15H19I2O7P3ReS2

A molecular structure, C15H19I2O7P3ReS2 in a non-equilibrium geometry (ωB97M-V/def2-TZVPD, OMol25).

Results
Gap between HOMO and LUMO (spin up / spin down) in eV: 6.54 / 6.84
Molar mass in g/mol: 908.381
Expectation value of S²: 0.76
HOMO energy (spin up / spin down) in eV: -14.63 / -14.59
ΔE to the lowest compared entry with this formula, charge and spin in eV: 0.0000

```
! wB97M-V def2-TZVPD RIJCOSX def2/J DEFGRID3
* xyz 2 2
Re 1.078 1.019 1.135
I 2.720 0.574 3.351
C 1.937 2.388 4.137
I 1.092 3.422 2.459
H 2.718 3.012 4.556
H 1.125 2.208 4.833
C 3.333 -0.808 -2.267
C 3.920 -0.654 -0.867
O 5.220 -1.215 -0.862
P 4.081 1.126 -0.450
O 4.622 1.920 -1.684
O 5.205 1.302 0.619
O 2.767 1.650 0.065
P 2.879 -1.462 0.405
O 2.579 -2.896 -0.149
O 3.550 -1.397 1.727
O 1.517 -0.681 0.312
H 4.023 -0.393 -3.002
H 2.362 -0.316 -2.348
H 3.207 -1.867 -2.485
H 5.508 -1.381 0.049
H 4.018 2.141 -2.407
H 6.117 1.380 0.298
H 2.843 -3.623 0.436
S -0.804 0.236 2.074
P -1.779 0.431 0.224
S -0.334 1.624 -0.630
C -3.376 1.193 0.295
C -4.529 0.430 0.093
C -5.771 1.033 0.201
C -5.862 2.383 0.507
C -4.716 3.144 0.712
C -3.472 2.554 0.608
C -1.887 -1.170 -0.545
C -1.800 -2.345 0.198
C -1.933 -3.567 -0.443
C -2.147 -3.613 -1.813
C -2.230 -2.439 -2.554
C -2.103 -1.214 -1.925
H -4.457 -0.623 -0.149
H -6.667 0.448 0.042
H -6.835 2.851 0.583
H -4.798 4.196 0.947
H -2.577 3.148 0.752
H -1.639 -2.317 1.268
H -1.875 -4.483 0.130
H -2.255 -4.568 -2.309
H -2.399 -2.482 -3.622
H -2.176 -0.302 -2.507
*
```


5.
# C15H19N3O3S

C15H19N3O3S in the gas phase in a non-equilibrium geometry (ωB97M-V/def2-TZVPD, OMol25).

Results
Gap between HOMO and LUMO in eV: 9.66
SMILES: CCOCCc1nnc(NC(=O)[C@H](C)Oc2ccccc2)s1
Molar mass in g/mol: 321.402
HOMO energy in eV: -9.00
ΔE to the lowest compared entry with this formula, charge and spin in eV: 2.6658

```
! wB97M-V def2-TZVPD RIJCOSX def2/J DEFGRID3
* xyz 0 1
C -6.052 -4.390 0.076
C -4.684 -3.741 0.210
O -4.822 -2.354 -0.004
C -3.611 -1.652 0.101
C -3.899 -0.165 -0.119
C -2.657 0.638 -0.062
N -2.430 1.570 0.791
N -1.246 2.157 0.667
C -0.543 1.669 -0.299
N 0.711 2.112 -0.617
C 1.451 1.569 -1.628
O 1.034 0.686 -2.341
C 2.819 2.236 -1.795
C 3.802 1.345 -2.549
O 3.323 2.750 -0.577
C 3.649 1.895 0.450
C 3.252 0.568 0.549
C 3.618 -0.176 1.660
C 4.370 0.389 2.673
C 4.759 1.715 2.576
C 4.404 2.465 1.474
S -1.320 0.379 -1.184
H -6.452 -4.204 -0.917
H -6.734 -3.966 0.808
H -5.972 -5.461 0.237
H -3.984 -4.165 -0.528
H -4.268 -3.925 1.213
H -2.893 -2.012 -0.654
H -3.163 -1.805 1.096
H -4.376 -0.051 -1.095
H -4.586 0.191 0.649
H 1.099 2.848 -0.040
H 2.634 3.141 -2.394
H 4.672 1.924 -2.847
H 4.132 0.516 -1.929
H 3.310 0.947 -3.432
H 2.659 0.099 -0.221
H 3.306 -1.207 1.726
H 4.649 -0.199 3.534
H 5.344 2.168 3.363
H 4.697 3.499 1.380
*
```


6.
# C15H19N3O3W

A molecular structure, C15H19N3O3W in a non-equilibrium geometry (ωB97M-V/def2-TZVPD, OMol25).

Results
Gap between HOMO and LUMO (spin up / spin down) in eV: 5.05 / 4.25
Molar mass in g/mol: 473.175
Expectation value of S²: 2.01
HOMO energy (spin up / spin down) in eV: -21.52 / -21.48
ΔE to the lowest compared entry with this formula, charge and spin in eV: 0.8851

```
! wB97M-V def2-TZVPD RIJCOSX def2/J DEFGRID3
* xyz 4 3
N 1.512 -0.887 0.725
C 2.340 -1.317 1.385
C 3.339 -1.819 2.262
H 4.016 -2.473 1.696
H 2.866 -2.389 3.075
H 3.899 -0.974 2.683
N -2.127 1.278 1.319
C -2.894 1.911 1.852
C -3.824 2.775 2.515
H -4.202 2.287 3.418
H -4.656 3.000 1.846
H -3.315 3.701 2.789
N 0.201 -0.253 -1.886
C 0.221 -0.249 -2.989
C 0.220 -0.189 -4.428
H 0.084 0.848 -4.746
H -0.599 -0.801 -4.819
H 1.174 -0.572 -4.805
W -0.567 -0.026 0.262
C -0.436 2.014 -0.792
O -0.402 3.006 -1.352
C 0.659 1.411 1.512
O 1.310 2.113 2.203
C -0.938 -2.124 1.514
C -0.394 -2.618 0.336
C -0.970 -2.307 -0.861
C -2.132 -1.579 -0.904
C -2.716 -1.170 0.263
C -2.139 -1.467 1.462
H -0.454 -2.374 2.490
H 0.502 -3.293 0.366
H -0.547 -2.790 -1.790
H -2.596 -1.356 -1.888
H -3.695 -0.659 0.216
H -2.618 -1.166 2.417
C 3.233 2.111 -1.306
O 3.044 0.690 -1.244
H 2.533 2.473 -2.074
H 4.273 2.362 -1.601
H 2.984 2.572 -0.333
H 3.811 0.300 -0.789
*
```


7.
# C15H19N5O3Os

A molecular structure, C15H19N5O3Os in a non-equilibrium geometry (ωB97M-V/def2-TZVPD, OMol25).

Results
Gap between HOMO and LUMO (spin up / spin down) in eV: 7.17 / 3.71
Molar mass in g/mol: 507.579
Expectation value of S²: 6.05
HOMO energy (spin up / spin down) in eV: -19.74 / -21.80
ΔE to the lowest compared entry with this formula, charge and spin in eV: 0.0000

```
! wB97M-V def2-TZVPD RIJCOSX def2/J DEFGRID3
* xyz 4 5
N -1.687 -0.875 -0.354
C -2.769 -1.206 -0.618
C -4.067 -1.755 -0.874
H -4.292 -2.539 -0.143
H -4.088 -2.182 -1.883
H -4.822 -0.964 -0.803
N 1.141 0.896 -1.659
C 1.665 1.591 -2.437
C 2.184 2.652 -3.241
H 2.044 2.362 -4.290
H 3.258 2.751 -3.030
H 1.664 3.603 -3.038
N 0.931 -0.723 1.532
C 1.544 -0.957 2.495
C 2.233 -1.393 3.670
H 2.641 -0.523 4.198
H 3.056 -2.060 3.388
H 1.543 -1.928 4.332
Os 0.016 0.540 -0.064
C 1.153 1.805 0.712
O 1.891 2.563 1.214
C -1.174 1.673 -0.963
O -1.933 2.343 -1.540
C -0.013 -2.276 -2.187
C 0.019 -2.966 -0.973
C 1.147 -2.899 -0.163
C 2.250 -2.140 -0.562
C 2.216 -1.452 -1.765
C 1.082 -1.521 -2.581
H -0.853 -2.417 -2.874
H -0.794 -3.655 -0.713
H 1.212 -3.536 0.727
H 3.177 -2.177 0.020
H 3.110 -0.928 -2.112
H 1.087 -1.053 -3.568
N -2.578 2.211 3.381
C -1.785 2.242 2.295
N -1.499 3.474 1.804
O -1.369 1.154 1.809
H -2.928 3.058 3.794
H -2.827 1.329 3.792
H -0.905 3.594 0.999
H -1.881 4.284 2.272
*
```


8.
# C15H20AuF6N3O6S3

A molecular structure, C15H20AuF6N3O6S3 (ωB97M-V/def2-TZVPD, OMol25).

Results
Gap between HOMO and LUMO (spin up / spin down) in eV: 7.26 / 6.48
Molar mass in g/mol: 745.496
Expectation value of S²: 0.75
HOMO energy (spin up / spin down) in eV: -12.06 / -12.06
ΔE to the lowest compared entry with this formula, charge and spin in eV: 0.0000

```
! wB97M-V def2-TZVPD RIJCOSX def2/J DEFGRID3
* xyz 1 2
Au 0.152 -0.354 -0.311
F 3.782 -3.051 2.090
C 3.023 -2.454 1.199
F 1.742 -2.826 1.383
F 3.386 -2.829 -0.030
S 3.141 -0.622 1.352
O 2.324 -0.139 0.216
O 4.517 -0.294 1.263
N 2.543 -0.374 2.754
S 1.110 0.022 3.253
O 0.126 0.177 2.185
O 0.728 -0.717 4.400
C 1.387 1.764 3.780
F 2.353 1.856 4.668
F 0.260 2.256 4.277
F 1.719 2.484 2.688
C -7.865 -1.458 1.104
C -6.497 -2.088 1.322
N -5.767 -1.505 2.443
C -6.272 -1.788 3.794
C -6.855 -0.556 4.469
C -4.569 -0.890 2.367
O -3.887 -0.621 3.343
C -4.023 -0.468 1.021
C -4.733 0.190 0.030
C -4.066 0.660 -1.094
C -2.709 0.454 -1.201
N -2.028 -0.179 -0.236
C -2.653 -0.617 0.857
H -8.366 -1.928 0.258
H -7.788 -0.387 0.910
H -8.500 -1.588 1.981
H -5.888 -2.017 0.423
H -6.617 -3.156 1.523
H -5.448 -2.182 4.389
H -7.024 -2.570 3.696
H -6.092 0.214 4.577
H -7.217 -0.815 5.464
H -7.690 -0.150 3.897
H -5.796 0.359 0.138
H -4.590 1.190 -1.877
H -2.140 0.803 -2.052
H -2.054 -1.058 1.643
C 0.851 4.129 -0.171
C 1.118 2.698 -0.565
O 0.100 1.823 0.014
H 1.611 4.772 -0.615
H 0.901 4.255 0.911
H -0.126 4.457 -0.523
H 2.099 2.354 -0.242
H 1.032 2.553 -1.641
H 0.127 1.898 0.984
S 0.364 -3.520 -1.726
C 0.273 -2.153 -1.138
*
```


Number 1: energy -56966.383 eV. Number 2: energy -37509.957 eV. Number 3: energy -38721.633 eV. Number 4: energy -98056.692 eV. Number 5: energy -37310.893 eV. Number 6: energy -28252.043 eV. Number 7: energy -31874.173 eV. Number 8: energy -85128.128 eV.